C28H72N4O24P4 | ωB97M-V/def2-TZVPD

Atoms and positions in Å:
1 C -5.46100 -1.67811 0.32423
2 H -2.03856 -2.98287 3.99217
3 H 2.92249 3.76877 0.88624
4 H 4.73135 0.59998 2.03109
5 H 6.88405 -3.32831 2.61193
6 H -4.44131 -1.99996 0.14564
7 H 2.10945 0.53066 7.23714
8 O 7.65321 0.78182 1.68700
9 H -2.03920 -5.92728 -1.35987
10 H -4.55622 1.06173 -1.87693
11 O -0.72298 3.62227 -1.20415
12 C 8.96646 1.34235 1.79798
13 C -1.07415 -3.45748 3.79656
14 O 1.95047 0.10849 3.45459
15 H 10.42123 1.39620 3.47523
16 C -6.23802 1.46365 -3.14266
17 C -1.46195 3.42763 -3.49340
18 H -7.40563 -0.43076 -6.62199
19 O 0.35948 0.80946 5.35428
20 H 3.79152 -0.80733 -0.51513
21 O -4.86579 -0.34216 -5.63823
22 O 0.54860 4.47058 0.74503
23 O -2.47944 0.59762 -5.92133
24 H 7.98730 -3.41945 4.72701
25 H -0.82240 -4.07485 4.65831
26 H 3.12519 1.93235 6.92119
27 O 5.87955 -0.95787 1.27780
28 O -3.05602 -1.15907 -4.09897
29 P 0.58081 0.05792 3.95091
30 O -2.00089 4.39576 0.95029
31 H -6.89294 1.36621 -2.27343
32 O 3.26187 -5.79588 -0.48047
33 H 8.94710 0.55094 3.80883
34 N -5.64506 -0.37323 -0.40428
35 H -2.40954 -2.35918 -5.71346
36 C 9.35187 1.40832 3.27293
37 H -0.85828 2.53324 -3.65520
38 H -0.89810 4.30785 -3.78542
39 C 0.01329 -2.45606 3.42150
40 O 0.48347 -1.56728 0.18495
41 H -6.20288 -2.35329 -0.07852
42 H 8.96055 2.32036 1.31614
43 H 1.68831 -3.66268 -2.13914
44 H -2.59124 4.19074 -1.78372
45 H -5.66576 -1.36151 1.34472
46 H 1.82527 -5.46663 -2.44907
47 H 0.35362 3.03756 2.18396
48 C -2.28266 -2.23700 -4.63819
49 O 8.15780 -1.17237 0.04634
50 O -4.73400 0.42188 -0.51601
51 C 1.28253 1.81821 5.77093
52 C 2.39543 3.27740 1.70823
53 C 8.64922 -3.43725 3.86430
54 H 2.78232 2.28631 1.93638
55 N -3.47121 -4.47811 -1.47801
56 H 5.44304 0.80969 0.37406
57 O 0.57594 -1.48808 -1.94628
58 C 2.49425 1.17654 6.44696
59 H -1.83700 7.50735 -1.57181
60 C -1.14167 -0.32671 -0.94663
61 H -3.63214 -0.24640 2.49601
62 C -4.92049 0.74917 -2.86148
63 C -1.90078 0.67164 3.35284
64 O 7.91459 -1.50978 2.61283
65 H -6.08505 2.51012 -3.38705
66 N 2.76512 -4.71190 -0.75642
67 P -3.49829 0.10707 -4.97255
68 H -2.70586 -5.67632 -2.98245
69 H 3.28088 -1.19223 1.12049
70 H -2.16881 -3.18116 -2.73159
71 O -0.50597 0.82010 3.04074
72 H -3.61691 -3.62130 -3.73828
73 H 0.95392 -3.01171 3.47101
74 C 1.62966 -4.66947 -1.74072
75 H 3.14257 0.61968 5.77404
76 H -1.54906 7.47927 1.48958
77 C -1.88736 6.98558 -0.61354
78 H -1.87630 -1.05979 -0.60830
79 H -2.67292 8.54356 0.65352
80 H 0.74232 2.39550 6.51841
81 C 7.90562 -2.94206 2.61437
82 O -0.77948 6.07153 -0.62822
83 O -4.66082 -4.33636 -1.33188
84 H 8.39937 -3.26686 1.69603
85 C -1.76350 7.95594 0.53128
86 H 9.03560 -4.43242 3.66307
87 H -1.33074 -0.02870 -1.97151
88 H -1.23024 -1.96450 -4.50560
89 H -2.43889 0.30828 1.37423
90 O -3.96956 1.15766 -3.86320
91 C -6.55754 -0.42748 -7.30224
92 H 8.86158 2.29887 3.66864
93 C 4.95447 0.12666 1.07277
94 H -1.27950 -4.14629 2.97119
95 H -5.70989 1.36854 -6.46092
96 H 9.44189 -2.70621 4.02500
97 H 1.61315 2.48912 4.97693
98 H -1.01259 0.56413 -0.34016
99 O -6.75433 -0.18274 -0.88156
100 H -3.69589 -6.55363 -1.72154
101 H -2.05541 -4.31855 -4.14013
102 P 7.47109 -0.73856 1.26937
103 N 0.04741 -1.21642 -0.88313
104 H -6.84951 -0.08255 -8.29559
105 H 9.71394 0.80999 1.20178
106 H -2.21272 -1.25605 2.23743
107 C -1.89109 3.39181 -2.02577
108 H -2.43725 1.61732 3.36722
109 O -2.66388 -3.58267 -1.33117
110 C 0.93521 3.21219 1.27185
111 H -4.58317 0.57674 -7.49053
112 H -0.11996 -2.14263 2.38465
113 H -2.37386 3.27096 -4.07124
114 H 0.72886 -4.84788 -1.16017
115 H 0.77391 2.43166 0.52283
116 O -0.06971 -1.36421 4.31932
117 C -2.54091 -3.43813 -3.71683
118 H -2.28629 2.39312 -1.86218
119 H 2.52858 3.89849 2.59497
120 P -0.86593 4.62751 0.03376
121 O 3.17125 -3.64859 -0.34092
122 H -6.26607 -1.46570 -7.47686
123 C 3.66940 -0.39322 0.48554
124 H -6.72818 0.93379 -3.96142
125 H 2.89051 0.36979 0.48147
126 C -2.55249 -0.22662 2.31775
127 C -2.95458 -5.79423 -1.93131
128 H -5.04248 -0.32935 -2.74601
129 C -5.37617 0.37099 -6.77010
130 H -0.90312 8.61142 0.38500
131 H -2.85942 6.49562 -0.69612
132 H -2.01896 0.19973 4.33020

Force components x, y, z for each atom (eV/Å):
C 0.157 1.091 -0.365
H 0.143 0.227 0.107
H 0.411 -0.315 0.126
H 0.308 0.094 -0.033
H -0.082 0.231 -0.123
H 0.011 -0.083 0.228
H 0.205 -0.160 -0.021
O -0.172 -0.237 -0.280
H -0.002 -0.274 -0.094
H 0.303 0.636 -2.146
O -0.026 -0.175 0.642
C 1.036 -0.067 -0.063
C -0.531 -0.170 -0.223
O -0.103 -0.134 -0.544
H 0.051 0.372 -0.269
C -0.169 -0.881 0.023
C -0.426 -0.766 0.642
H -0.003 0.166 0.015
O -0.021 -0.665 -0.674
H 0.081 0.104 -0.014
O 0.241 -0.515 0.060
O -0.343 1.004 -1.069
O -0.695 -0.160 0.694
H 0.059 -0.157 0.079
H 0.115 0.196 0.092
H -0.152 0.126 -0.015
O 0.920 0.158 0.160
O -0.735 0.702 -0.255
P -1.033 0.757 1.226
O 0.133 0.136 -0.797
H 0.192 0.319 -0.338
O -0.592 0.303 -0.117
H -0.092 -0.083 -0.159
N -0.816 -0.262 -0.534
H -0.548 -0.172 0.063
C -0.579 0.151 -0.042
H 0.201 0.133 -0.212
H -0.162 0.149 0.057
C -0.583 -1.402 -0.563
O -0.485 -0.185 0.563
H 0.013 -0.105 0.131
H -0.376 0.140 0.284
H -0.411 -0.088 -0.207
H -0.472 -0.335 -0.125
H 0.151 -0.533 0.188
H -0.166 0.056 -0.096
H -0.318 -0.312 -0.467
C 1.120 -0.204 0.594
O -0.086 0.141 0.421
O -0.026 -1.171 3.614
C 0.930 -0.105 0.720
C -0.258 0.522 -0.620
C -0.418 0.860 -0.843
H 0.006 -0.040 -0.164
N -0.085 -0.098 0.487
H -0.237 0.343 0.255
O -0.211 -0.348 -0.233
C -0.153 0.231 0.263
H 0.341 0.166 0.076
C -0.352 -0.806 -0.077
H 0.024 -0.039 0.145
C -0.487 1.568 -0.150
C -0.385 -1.453 0.360
O -0.269 0.482 -0.430
H 0.104 0.057 -0.076
N 0.831 -0.230 -0.033
P 0.584 0.544 0.085
H -0.216 -0.245 0.158
H 0.032 -0.004 -0.030
H 0.245 0.081 -1.620
O 0.473 -0.399 -0.140
H -0.025 -0.029 0.317
H 0.287 0.615 0.192
C 0.722 0.033 0.533
H -0.274 -0.111 -0.169
H -0.316 -0.386 -0.125
C -0.189 0.373 -0.589
H -0.643 0.821 0.185
H 0.047 0.098 -0.114
H -0.085 0.119 -0.111
C 0.304 -0.552 0.094
O -0.050 -0.593 0.183
O -0.586 -0.112 -0.026
H 0.028 -0.140 0.087
C 0.302 0.141 0.478
H 0.103 -0.045 0.275
H 0.138 -0.276 -0.139
H -0.029 0.101 -0.147
H -0.013 -0.402 -0.205
O 1.002 -1.030 -0.764
C 0.577 -0.324 -0.565
H 0.323 -0.013 0.386
C -0.054 0.245 -0.540
H 0.310 0.028 -0.059
H -0.056 -0.116 0.242
H 0.288 -0.354 0.174
H -0.320 -0.158 -0.307
H 0.059 -0.333 0.442
O 0.208 -0.339 0.788
H -0.053 0.009 -0.128
H 0.269 0.150 0.010
P -0.814 -0.613 0.409
N 1.409 1.131 -0.972
H -0.182 0.352 0.185
H -0.336 -0.547 0.102
H 0.367 0.098 0.164
C 0.828 0.820 -0.869
H 0.543 0.328 -0.109
O -0.339 -0.683 2.935
C 0.338 -0.534 1.363
H 0.020 -0.519 -0.094
H 0.050 0.223 0.102
H 0.147 0.270 -0.287
H -0.106 0.076 -0.118
H -0.016 0.005 0.162
O 0.682 1.090 0.114
C 0.168 1.251 -3.009
H -0.277 0.100 0.556
H -0.166 0.047 -0.013
P 0.254 -0.373 0.744
O -0.253 -0.139 0.073
H 0.118 -0.015 0.235
C -0.255 -0.699 0.186
H -0.143 0.308 -0.216
H 0.164 0.190 -0.076
C -0.636 0.953 -0.463
C 0.411 0.191 0.541
H 0.136 -0.073 -0.778
C -0.651 0.482 -0.141
H -0.165 0.158 -0.242
H 0.148 -0.434 0.671
H 0.141 0.269 0.152

## Properties
calculated total energy = -4500.22076 Eh
SMILES = CCOP(=O)(OCC)OCC.CCOP(=O)(OCC)OCC.CCOP(=O)(OCC)OCC.CCOP(=O)(OCC)OCC.C[N+](=O)[O-].C[N+](=O)[O-].C[N+](=O)[O-].C[N+](=O)[O-]
Kohn-Sham gap = 8.89 eV
net charge = 0
HOMO = -9.7857 eV
2S+1 = 1
relative energy (zero: lowest compared OMol25 entry of this formula, charge and spin) = 15.7 kcal per mole
LUMO level = -0.8978 eV